Entry from OMol25: a structure of composition C39H105F3N7O16V at a distorted geometry (ωB97M-V/def2-TZVPD).

Properties
Calculated total energy: -119164.7987 eV
Multiplicity: 4
Net charge: +1
Largest force on an atom: 0.049 Eh/bohr
Orbital gap (alpha / beta): 7.84 / 7.78 eV

Last column: Löwdin charge in e.
Element x y z (Å)
1 N -20.693 16.509 -7.862  0.043
2 H -39.671 17.102 -5.642  0.077
3 H -28.895 12.823 -12.557  0.105
4 H -29.141 22.045 -6.828  0.126
5 H -29.633 8.416 -10.997  0.088
6 H -32.089 14.341 -10.769  0.113
7 H -27.241 13.311 -14.098  0.079
8 C -23.930 17.336 -3.445  -0.041
9 O -30.469 20.092 -5.570  -0.306
10 N -30.981 21.594 -7.725  0.001
11 H -35.206 15.427 -6.296  0.089
12 H -25.564 12.819 -8.914  0.077
13 N -30.018 19.463 -9.677  -0.006
14 H -29.320 11.500 -15.328  0.123
15 F -29.711 14.268 -5.297  0.177
16 O -28.334 19.721 -7.533  -0.278
17 H -30.457 18.713 -10.222  0.052
18 H -29.354 19.544 -3.930  0.096
19 O -35.761 17.467 -6.520  -0.192
20 C -29.635 9.464 -10.700  -0.049
21 H -27.737 20.810 -9.217  0.139
22 O -25.746 15.108 -2.964  -0.184
23 C -38.001 18.143 -6.474  -0.430
24 H -32.594 17.765 -9.999  0.094
25 H -26.570 19.498 -6.500  0.089
26 C -27.734 19.773 -8.879  -0.118
27 H -29.430 19.883 -1.355  0.122
28 C -37.091 16.981 -6.759  -0.208
29 C -25.356 17.446 -2.893  -0.428
30 C -30.349 19.372 -4.347  -0.048
31 H -27.585 14.533 -7.899  0.089
32 C -39.511 17.906 -6.369  -0.072
33 O -33.008 15.201 -3.092  -0.122
34 H -34.045 16.530 -5.632  0.069
35 C -29.018 11.579 -14.285  -0.204
36 H -37.046 16.693 -7.819  0.128
37 C -30.184 15.490 -5.483  -0.552
38 H -28.543 16.375 -6.583  0.153
39 H -26.621 13.911 -4.398  0.084
40 F -31.525 15.438 -5.574  0.138
41 H -23.938 17.435 -4.534  0.056
42 H -26.119 16.350 -4.549  0.096
43 H -30.104 24.247 -5.769  0.093
44 H -29.407 19.349 0.334  0.135
45 H -32.410 9.190 -8.709  0.114
46 H -29.342 10.050 -11.576  0.059
47 H -23.004 15.740 -9.389  0.130
48 C -25.985 10.445 -9.112  -0.233
49 O -24.427 16.772 -8.482  -0.195
50 C -28.193 21.813 0.005  -0.078
51 C -29.072 12.934 -13.636  -0.248
52 C -29.616 16.197 -6.750  -0.416
53 H -20.700 16.129 -6.922  0.072
54 H -27.288 18.194 -11.298  0.092
55 H -31.695 11.365 -8.947  0.070
56 C -28.862 14.121 -9.536  -0.061
57 C -31.001 9.841 -10.178  -0.423
58 H -33.322 6.014 -9.955  0.087
59 H -24.913 10.247 -9.068  0.123
60 F -29.896 16.220 -4.387  0.114
61 C -31.445 16.384 -10.788  -0.228
62 C -26.265 16.331 -3.460  -0.184
63 H -29.504 17.466 -2.383  0.060
64 O -25.580 12.520 -7.997  -0.083
65 H -30.075 17.142 -0.722  0.099
66 H -40.099 18.757 -6.043  0.076
67 C -31.545 8.748 -9.225  -0.222
68 C -32.474 14.279 -2.177  -0.164
69 H -25.933 17.428 -7.230  0.062
70 O -32.584 15.190 -8.946  -0.057
71 H -31.463 13.995 -2.487  0.076
72 H -20.005 17.241 -7.948  0.061
73 H -30.168 21.962 -4.521  0.149
74 C -28.645 18.864 -9.676  -0.375
75 H -23.212 15.262 -7.776  0.124
76 C -23.148 16.170 -8.390  -0.205
77 H -27.405 10.861 -15.181  0.078
78 O -29.721 15.230 -7.814  -0.121
79 H -28.788 17.906 -9.173  0.135
80 H -30.953 16.121 -11.723  0.128
81 H -28.774 22.297 -0.784  0.076
82 H -30.056 13.403 -13.650  0.121
83 H -33.609 7.417 -8.865  0.084
84 H -26.941 20.129 0.396  0.148
85 C -34.794 16.430 -6.419  -0.101
86 C -32.399 15.298 -10.342  -0.242
87 H -30.437 18.306 -4.555  0.073
88 O -26.418 11.016 -10.345  -0.085
89 N -26.870 20.635 -1.595  0.040
90 H -25.192 16.622 -1.025  0.082
91 H -37.761 18.479 -5.460  0.136
92 C -30.194 22.213 -6.618  -0.368
93 C -26.405 11.358 -7.948  -0.217
94 H -31.647 23.863 -6.598  0.091
95 C -25.325 16.536 -7.403  -0.084
96 H -34.213 16.420 -7.345  0.065
97 H -32.280 6.263 -8.593  0.089
98 C -27.410 20.195 -6.548  -0.049
99 H -29.522 10.809 -13.699  0.101
100 H -32.331 14.761 -1.203  0.073
101 H -30.301 24.230 -7.511  0.089
102 H -25.732 18.407 -3.267  0.117
103 H -37.334 16.021 -6.295  0.124
104 H -26.268 10.803 -7.023  0.124
105 H -28.084 13.551 -10.056  0.074
106 O -28.242 18.205 -0.904  -0.219
107 H -25.299 13.189 -3.416  0.093
108 H -31.674 9.833 -11.039  0.133
109 H -26.725 19.360 -8.854  0.136
110 H -28.879 15.060 -10.090  0.069
111 H -26.438 19.734 -1.816  0.025
112 H -26.052 21.154 -1.282  0.076
113 H -21.251 19.089 -8.255  0.075
114 N -25.460 17.511 -1.441  0.053
115 O -28.077 13.786 -14.181  -0.065
116 C -28.793 19.473 -0.561  -0.191
117 C -28.214 18.753 -11.151  -0.020
118 O -32.015 17.694 -10.767  -0.084
119 H -30.005 20.261 -10.309  0.111
120 C -22.036 17.125 -7.962  -0.433
121 H -28.010 20.224 -5.642  0.084
122 H -26.441 17.584 -1.159  0.040
123 H -28.706 13.333 -7.500  0.102
124 H -22.366 17.406 -6.948  0.126
125 H -25.965 15.764 -7.834  0.071
126 H -22.839 18.973 -8.804  0.070
127 H -31.877 22.070 -7.781  0.109
128 C -27.675 20.446 -0.357  -0.444
129 H -30.199 11.743 -9.509  0.033
130 H -30.438 21.934 -8.519  0.098
131 H -26.543 9.505 -9.032  0.113
132 H -32.511 15.246 -3.908  0.023
133 H -29.846 13.688 -9.712  0.052
134 H -27.488 22.593 0.291  0.080
135 H -38.344 18.961 -8.293  0.063
136 C -28.644 14.289 -8.023  -0.209
137 C -21.911 18.399 -8.794  -0.064
138 H -23.539 16.368 -3.140  0.084
139 H -27.003 21.172 -6.827  0.103
140 C -30.666 21.488 -5.373  -0.164
141 C -25.646 14.088 -3.921  -0.111
142 O -30.260 17.317 -7.074  -0.212
143 H -28.058 19.697 -11.677  0.091
144 N -37.751 19.215 -7.499  0.032
145 C -32.858 6.795 -9.360  -0.091
146 H -33.364 15.493 -10.816  0.131
147 H -27.435 11.700 -8.078  0.094
148 V -30.700 19.368 -7.590  1.027
149 H -39.779 17.486 -7.344  0.080
150 H -26.382 10.354 -11.039  0.088
151 H -30.847 8.504 -8.416  0.131
152 H -27.329 16.427 -3.236  0.100
153 O -27.675 10.992 -14.270  -0.093
154 O -31.952 7.670 -10.013  -0.185
155 H -31.154 19.570 -3.636  0.114
156 H -30.627 16.401 -10.053  0.087
157 H -28.999 18.212 -11.685  0.081
158 H -28.824 9.688 -10.001  0.063
159 N -31.030 11.207 -9.691  0.055
160 H -28.634 16.332 -1.450  0.090
161 H -33.127 13.423 -1.991  0.078
162 C -30.566 23.700 -6.590  -0.036
163 H -31.720 14.973 -8.560  0.064
164 H -24.898 16.257 -6.440  0.066
165 H -21.437 18.276 -9.767  0.085
166 H -23.394 18.230 -3.130  0.081
167 H -28.845 21.612 0.867  0.084
168 H -24.997 14.211 -4.800  0.082
169 H -31.743 21.569 -5.179  0.151
170 C -29.195 17.262 -1.352  -0.088
171 H -38.316 19.998 -7.163  0.062